Formula: C15H22N4O6S
Source: the OMol25 dataset
Level of theory: ωB97M-V/def2-TZVPD

Structure (XYZ):
```
48
Properties=species:S:1:pos:R:3:lowdin_charge:R:1
C -4.163 7.868 -1.515 0.012
N -3.670 7.753 -2.867 -0.463
O -2.451 7.559 -2.983 0.053
O -4.498 7.819 -3.726 0.088
H -4.555 6.902 -1.198 0.108
H -5.060 8.481 -1.600 0.098
H -3.505 8.299 -0.759 0.103
C -1.885 0.048 2.626 -0.201
C -0.838 -0.132 1.556 -0.177
O -1.410 0.023 0.274 -0.193
S -2.939 0.503 0.381 0.725
O -3.908 -0.182 -0.460 -0.230
O -2.993 1.998 0.455 -0.275
O -3.052 -0.105 1.885 -0.193
H -1.710 0.985 3.154 0.128
H -1.892 -0.660 3.455 0.139
H -0.510 -1.171 1.506 0.139
H -0.049 0.603 1.712 0.137
N -2.158 1.682 -5.526 0.009
C -1.415 2.392 -6.453 -0.159
C -0.928 1.592 -7.440 -0.103
C -1.551 0.346 -7.174 -0.136
C -2.314 0.413 -6.035 -0.142
H -2.521 2.046 -4.656 0.145
H -1.233 3.442 -6.275 0.103
H -0.351 1.813 -8.326 0.094
H -1.515 -0.486 -7.863 0.087
H -2.755 -0.323 -5.379 0.103
N 2.685 -2.530 6.487 0.013
C 2.298 -3.356 5.432 -0.137
C 1.179 -4.073 5.797 -0.132
C 1.058 -3.936 7.159 -0.139
C 1.861 -2.903 7.546 -0.141
H 3.339 -1.761 6.463 0.143
H 2.886 -3.290 4.528 0.098
H 0.552 -4.753 5.239 0.097
H 0.247 -4.457 7.646 0.098
H 2.122 -2.406 8.469 0.101
N 5.467 -4.182 0.443 -0.023
C 5.560 -2.821 0.242 -0.164
C 4.500 -2.440 -0.459 -0.102
C 3.777 -3.684 -0.847 -0.089
C 4.369 -4.713 -0.174 -0.151
H 6.048 -4.753 1.039 0.142
H 6.491 -2.422 0.617 0.111
H 4.296 -1.461 -0.867 0.087
H 2.916 -3.796 -1.490 0.082
H 4.176 -5.768 -0.041 0.108
```

Calculated values
**Net charge**: 0
**SMILES**: C[N+](=O)[O-].O=S1(=O)OCCO1.c1cc[nH]c1.c1cc[nH]c1.c1cc[nH]c1
**2S+1**: 1
**E_LUMO**: 0.23 eV
**E**: -44985.6270 eV
**HOMO level**: -7.99 eV